[1]
This record from the Open Molecules 2025 dataset describes 2 unconnected molecules or ions with the total composition C4H7OP in a non-equilibrium geometry. The level of theory is ωB97M-V with the def2-TZVPD basis set.

Positions of all 13 atoms, in Å:
1 C -1.33464 0.46239 -0.12703
2 C -0.15279 -0.27745 -0.57948
3 C -1.37268 1.78643 -0.31185
4 C 1.12015 0.13688 -0.75885
5 O 1.56449 -3.14498 1.30066
6 P 1.85175 -1.78493 1.72561
7 H -2.19658 -0.23241 0.08532
8 H -0.31680 -1.25018 -0.86751
9 H -0.56791 2.37507 -0.49688
10 H -2.17489 2.40606 0.02491
11 H 1.79402 -0.47287 -1.22255
12 H 1.36869 1.09050 -0.52058
13 H 0.41719 -1.09450 1.74821

Its SMILES is C=CC=C.O=P. As for the multiplicity: 1. The energy above the lowest of the compared OMol25 structures with the same formula, charge and spin comes out at 2.8521 eV. Its total charge is 0. Its gap between HOMO and LUMO is 8.5 eV.

=====

[2]
This record from the Open Molecules 2025 dataset describes a molecular structure, C24H43FeN7O4S2. The level of theory is ωB97M-V with the def2-TZVPD basis set.

Positions of all 81 atoms, in Å:
1 Fe 0.09114 0.34379 0.00957
2 O -1.06283 -1.45105 0.86157
3 C -0.87040 -1.77182 2.26962
4 C 0.07070 -2.94960 2.46447
5 C 1.35630 -2.86526 1.64427
6 C 2.27943 -1.74319 2.05502
7 C 3.25853 -1.99903 3.01214
8 C 4.19669 -1.03153 3.31346
9 C 4.14576 0.16860 2.62674
10 C 3.11911 0.36370 1.72478
11 N 2.17977 -0.55086 1.45212
12 H -0.71015 -2.18910 0.34963
13 H -1.84831 -2.01580 2.68895
14 H -0.49850 -0.87452 2.76360
15 H -0.46063 -3.86253 2.18002
16 H 0.31217 -3.02856 3.52673
17 H 1.13960 -2.74418 0.58204
18 H 1.89747 -3.80631 1.74813
19 H 3.28372 -2.96463 3.50033
20 H 4.96251 -1.21578 4.05559
21 H 4.87815 0.94593 2.79382
22 H 3.03539 1.29744 1.18654
23 N -1.24341 0.13840 -1.97937
24 C -0.51765 -0.42247 -3.11443
25 C -1.43286 -1.27425 -4.01814
26 C -0.83391 -1.96890 -5.24963
27 C -0.16507 -1.03335 -6.26467
28 N 1.11331 -0.60470 -5.72199
29 C 1.72802 0.52895 -5.94934
30 N 1.33407 1.36723 -6.92387
31 N 2.76338 0.86441 -5.16914
32 C 0.68607 -1.20184 -2.52907
33 O 1.58712 -1.59617 -3.29848
34 O 0.67590 -1.36496 -1.28504
35 H -1.78194 -0.58396 -1.50987
36 H -1.88744 0.87060 -2.25166
37 H -0.12043 0.41944 -3.68803
38 H -2.24284 -0.62166 -4.36050
39 H -1.88894 -2.04128 -3.38497
40 H -1.63546 -2.50124 -5.76262
41 H -0.10270 -2.71664 -4.93641
42 H -0.81013 -0.17036 -6.46258
43 H -0.00917 -1.57100 -7.20279
44 H 1.38564 -1.09764 -4.83472
45 H 0.68910 1.03836 -7.62063
46 H 1.90236 2.15879 -7.16860
47 H 2.96066 0.30197 -4.35371
48 H 3.24205 1.74002 -5.27363
49 C 2.19704 4.75907 -0.07863
50 C 1.52737 3.45615 0.28896
51 S 1.22133 2.39262 -1.00206
52 C 1.19743 3.19336 1.62671
53 C 1.48993 4.20031 2.71423
54 S 0.46106 1.77018 2.15166
55 H 2.40265 4.78947 -1.14460
56 H 3.13965 4.87860 0.45991
57 H 1.56362 5.61188 0.17684
58 H 1.97706 5.10002 2.34867
59 H 2.12275 3.74490 3.47638
60 H 0.55950 4.48445 3.20751
61 C -4.13319 -0.27659 1.15172
62 N -4.17243 1.15995 0.95930
63 C -5.47478 1.78709 1.12248
64 C -5.30742 3.24942 1.46895
65 C -4.43947 3.89017 0.40916
66 N -3.19071 3.15673 0.26730
67 C -2.07620 3.90838 -0.27032
68 C -3.06374 1.82728 0.53605
69 O -1.97736 1.23393 0.41297
70 H -4.40595 -0.52616 2.17973
71 H -3.13298 -0.64286 0.94590
72 H -4.84636 -0.76414 0.48077
73 H -5.99918 1.26097 1.92152
74 H -6.07060 1.67259 0.20860
75 H -4.81459 3.33399 2.43983
76 H -6.27448 3.74696 1.52534
77 H -4.19287 4.91644 0.68525
78 H -4.96860 3.92627 -0.55095
79 H -1.77573 4.69743 0.42393
80 H -2.36193 4.37126 -1.21915
81 H -1.23499 3.24944 -0.43595

Its expectation value of S² is 8.771. As for the multiplicity: 6. The energy above the lowest of the compared OMol25 structures with the same formula, charge and spin comes out at 0.1937 eV. Its total charge is +1. Its gap between HOMO and LUMO (alpha / beta) is 7.0 / 7.2 eV.

=====

[3]
This record from the Open Molecules 2025 dataset describes a molecular structure, C19H20N2O2PdSSi2 in a non-equilibrium geometry. The level of theory is ωB97M-V with the def2-TZVPD basis set.

Positions of all 47 atoms, in Å:
1 Pd 0.92206 -0.56105 0.09179
2 C 0.16504 -2.35397 -2.78648
3 Si -0.54425 -1.14166 -1.59816
4 C -0.98145 0.46581 -2.39472
5 C -1.99118 -1.88676 -0.69107
6 C -3.16206 -2.19442 -1.39402
7 C -4.24375 -2.77213 -0.74990
8 C -4.16875 -3.05169 0.61002
9 C -3.01269 -2.75234 1.31207
10 C -1.91348 -2.16818 0.67288
11 Si -0.34574 -1.78633 1.61416
12 C -0.70648 -0.65963 3.03601
13 C 0.49502 -3.34461 2.14421
14 H -0.64460 -2.60679 -3.48052
15 H 0.49131 -3.26609 -2.28842
16 H 1.00090 -1.95850 -3.36136
17 H -1.81507 0.25780 -3.07424
18 H -0.15304 0.87375 -2.97458
19 H -1.30532 1.21097 -1.66826
20 H -3.23742 -1.98597 -2.45676
21 H -5.14378 -3.00579 -1.30407
22 H -5.01180 -3.50174 1.11842
23 H -2.97288 -2.97859 2.37297
24 H -1.40790 -1.18989 3.68844
25 H -1.16459 0.26841 2.69846
26 H 0.18199 -0.41346 3.61879
27 H -0.22592 -3.93398 2.72000
28 H 1.36683 -3.15906 2.77211
29 H 0.81297 -3.92641 1.28016
30 O 0.17873 1.31367 0.80708
31 C 1.15313 1.97627 0.32734
32 N 2.04127 1.39188 -0.45641
33 C 2.97222 2.36040 -0.87471
34 O 3.89418 2.19054 -1.62232
35 C 2.56526 3.67168 -0.22745
36 C 3.10888 4.93305 -0.30913
37 C 2.47310 5.95049 0.40304
38 C 1.33435 5.69851 1.16079
39 C 0.78822 4.41693 1.23378
40 C 1.43116 3.42523 0.52719
41 H 3.99455 5.11956 -0.90195
42 H 2.87006 6.95665 0.36571
43 H 0.86401 6.51115 1.69860
44 H -0.09840 4.21244 1.81881
45 S 3.90034 -2.48967 -2.30373
46 C 2.97327 -2.15481 -1.06063
47 N 2.27169 -1.96169 -0.11392

As for the multiplicity: 1. The energy above the lowest of the compared OMol25 structures with the same formula, charge and spin comes out at 0.3433 eV. Its total charge is 0. Its gap between HOMO and LUMO is 7.4 eV.

=====

[4]
This record from the Open Molecules 2025 dataset describes a gas-phase ion, C3H6NO2 (charge -1) in a non-equilibrium geometry. The level of theory is ωB97M-V with the def2-TZVPD basis set.

Positions of all 12 atoms, in Å:
1 C 1.40289 -0.21346 -0.02913
2 C 0.08040 0.50133 0.04996
3 C -1.23522 -0.30826 -0.02096
4 O -1.13529 -1.54343 0.13592
5 O -2.24942 0.38052 -0.26710
6 N 2.51861 0.80229 0.16410
7 H 1.61909 -0.91726 0.77624
8 H 1.54958 -0.79380 -0.94339
9 H 0.06290 1.00100 1.02307
10 H 0.09669 1.22331 -0.77251
11 H 2.13932 1.67842 -0.21071
12 H 3.26833 0.63025 -0.51831

Its SMILES is NCCC(=O)[O-]. As for the multiplicity: 1. The energy above the lowest of the compared OMol25 structures with the same formula, charge and spin comes out at 0.5442 eV. Its total charge is -1. Its gap between HOMO and LUMO is 8.2 eV.

=====

[5]
This record from the Open Molecules 2025 dataset describes a gas-phase ion, C6H9F2N2O (charge +1) in a non-equilibrium geometry. The level of theory is ωB97M-V with the def2-TZVPD basis set.

Positions of all 20 atoms, in Å:
1 C 1.97013 0.65721 0.48570
2 C 1.13856 -1.24522 -0.90036
3 C 2.02326 -0.65872 -0.03872
4 C 1.07565 1.63666 0.17505
5 C -1.04367 -0.10545 -0.60380
6 C -0.88647 -0.90303 1.65950
7 N -0.05520 -0.60448 -1.26039
8 N -2.08120 0.60713 -1.40642
9 O -1.42835 -0.05725 0.69357
10 F 3.11344 -1.27524 0.16237
11 F 1.07339 2.72199 0.95307
12 H 2.55712 0.82714 1.40101
13 H 1.32139 -2.10220 -1.49320
14 H 0.34210 1.81189 -0.59476
15 H -1.20444 -0.59353 2.62678
16 H 0.12512 -1.00956 1.69938
17 H -1.07953 -1.89744 1.37161
18 H -1.68987 1.28852 -2.00595
19 H -2.81114 0.93508 -0.80404
20 H -2.46028 -0.03349 -2.12039

Its SMILES is CO\C([NH3+])=N/C=C(F)\C=C\F. As for the multiplicity: 1. The energy above the lowest of the compared OMol25 structures with the same formula, charge and spin comes out at 2.5375 eV. Its total charge is +1. Its gap between HOMO and LUMO is 8.2 eV.

=====

[6]
This record from the Open Molecules 2025 dataset describes a molecular structure, C46H53CaCl3N8O6S. The level of theory is ωB97M-V with the def2-TZVPD basis set.

Positions of all 118 atoms, in Å:
1 Ca -0.27358 -0.04928 -0.06281
2 C 4.38104 -3.57544 -2.25412
3 C 4.15249 -3.81359 -0.76091
4 C 2.78266 -3.38937 -0.33437
5 C 1.64935 -4.14750 -0.26346
6 C 1.50330 -5.61487 -0.51199
7 C 1.45492 -6.43872 0.77324
8 C 0.57363 -3.24504 0.11484
9 C -0.77048 -3.60096 0.29934
10 C -1.80642 -2.80083 0.77679
11 C -3.18123 -3.24219 0.98570
12 C -3.73835 -4.55264 0.53017
13 C -4.04504 -4.54950 -0.96794
14 C -3.83246 -2.20267 1.56635
15 C -2.85896 -1.12418 1.68551
16 C -3.11980 0.14154 2.20748
17 C -2.25739 1.23796 2.27707
18 N -1.00781 1.28480 1.76029
19 C -0.45754 2.46757 2.13910
20 C 0.86552 2.83354 1.91863
21 C 1.89497 2.06217 1.36624
22 N 1.74105 0.81216 0.88678
23 C 2.96663 0.35758 0.53365
24 C 3.24930 -0.93686 0.09464
25 C 2.39045 -2.03439 0.00240
26 N 1.05334 -1.99016 0.23341
27 C 3.95626 1.40459 0.72719
28 C 3.28597 2.47217 1.24719
29 C 3.84102 3.80589 1.63269
30 C 3.59989 4.88272 0.57588
31 C 5.42138 1.28791 0.44730
32 C 6.20623 0.61956 1.57346
33 C -1.43711 3.25437 2.87427
34 C -2.55440 2.48694 2.96721
35 C -3.86659 2.84023 3.59342
36 C -4.86637 3.39460 2.57921
37 C -1.20453 4.60796 3.46609
38 C -0.49421 4.55636 4.81826
39 N -1.66752 -1.51712 1.18734
40 C -5.26394 -2.13634 1.99192
41 C -5.45689 -2.33946 3.49418
42 H 5.37656 -3.89538 -2.56812
43 H 3.64627 -4.12551 -2.84723
44 H 4.26733 -2.52013 -2.51042
45 H 4.29917 -4.87236 -0.52309
46 H 4.90613 -3.27060 -0.18341
47 H 0.59657 -5.79632 -1.09806
48 H 2.33156 -5.96179 -1.13731
49 H 0.63853 -6.10564 1.41599
50 H 1.31616 -7.50251 0.56621
51 H 2.38036 -6.31978 1.33985
52 H -1.02832 -4.62881 0.06442
53 H -3.02678 -5.35445 0.75211
54 H -4.64356 -4.79310 1.09572
55 H -3.14982 -4.29372 -1.53659
56 H -4.40957 -5.52101 -1.30916
57 H -4.79712 -3.79514 -1.20399
58 H -4.11436 0.29134 2.61395
59 H 1.15063 3.82350 2.26202
60 H 4.28363 -1.12482 -0.17623
61 H 3.40217 4.12284 2.58436
62 H 4.91502 3.70917 1.82089
63 H 2.53699 4.96457 0.34005
64 H 3.95158 5.86173 0.90974
65 H 4.11438 4.64176 -0.35594
66 H 5.56656 0.73588 -0.48523
67 H 5.82998 2.28647 0.26114
68 H 5.83427 -0.38978 1.75898
69 H 7.26866 0.55374 1.32961
70 H 6.10542 1.17728 2.50722
71 H -4.29428 1.95402 4.07097
72 H -3.71296 3.56656 4.39803
73 H -5.02675 2.68159 1.76927
74 H -5.83320 3.60874 3.03968
75 H -4.49191 4.31599 2.12973
76 H -0.62047 5.22067 2.77298
77 H -2.16347 5.12319 3.57676
78 H 0.47488 4.06447 4.72712
79 H -0.33521 5.55615 5.22766
80 H -1.08129 3.98203 5.53776
81 H -5.68842 -1.17325 1.69480
82 H -5.83789 -2.89177 1.44736
83 H -4.90585 -1.58710 4.06070
84 H -6.50974 -2.27507 3.77642
85 H -5.07908 -3.31632 3.80217
86 O -4.97877 3.04479 -4.28710
87 C -4.21526 2.65368 -3.43756
88 C -2.72435 2.93523 -3.35897
89 O -2.12590 3.73536 -4.06155
90 C -2.17020 2.07165 -2.29364
91 C -3.25689 1.28024 -1.66357
92 O -3.08754 0.41304 -0.83652
93 C -4.57320 1.74377 -2.25465
94 O -5.68509 1.51110 -1.85230
95 O -0.98940 1.96098 -1.94886
96 N 0.92045 3.80003 -3.95765
97 C 1.43478 3.63544 -2.76653
98 N 2.73381 3.44915 -2.60034
99 S 0.46503 3.83465 -1.32490
100 H 1.55311 3.73515 -4.76432
101 H -0.08740 3.92269 -4.03738
102 H 3.31878 3.47911 -3.45285
103 H 3.03274 3.01233 -1.74100
104 C -1.36047 -2.01791 -4.42114
105 C -0.66847 -1.84036 -3.09262
106 N 0.58676 -2.32296 -2.99306
107 O -1.25399 -1.27462 -2.17378
108 H -0.90183 -2.78738 -5.04227
109 H -1.31414 -1.06800 -4.95535
110 H -2.40642 -2.25631 -4.23823
111 H 1.11463 -2.46684 -3.84177
112 H 1.12839 -1.97049 -2.21229
113 Cl 3.00905 -0.95664 -5.13352
114 C 3.24656 -0.17808 -3.58915
115 Cl 4.88751 0.19606 -3.14386
116 Cl 3.57660 3.92202 -5.56395
117 C 2.21089 0.16078 -2.79178
118 N 1.32868 0.40550 -2.05807

As for the multiplicity: 1. The energy above the lowest of the compared OMol25 structures with the same formula, charge and spin comes out at 0.1684 eV. Its total charge is -2. Its gap between HOMO and LUMO (alpha / beta) is 4.1 / 4.2 eV.

=====

[7]
This record from the Open Molecules 2025 dataset describes a molecular structure, C6H17NO3Rb. The level of theory is ωB97M-V with the def2-TZVPD basis set.

Positions of all 28 atoms, in Å:
1 Rb 0.26535 -0.24638 -1.73048
2 C 2.48279 2.40340 -1.13457
3 O 2.00230 1.44694 -0.22763
4 C 1.42280 2.01022 0.93619
5 C 1.00119 0.85449 1.82893
6 N -0.09808 0.11244 1.23187
7 C -0.24622 -1.21433 1.78347
8 C -1.51720 -1.89915 1.33315
9 O -1.31949 -2.39640 0.02358
10 C -2.39143 -3.18460 -0.44182
11 H 3.29132 3.01025 -0.71293
12 H 1.69851 3.06039 -1.53124
13 H 2.93288 1.88856 -1.98709
14 H 0.55219 2.62101 0.65023
15 H 2.15035 2.66636 1.42177
16 H 0.74350 1.23579 2.82555
17 H 1.86545 0.19695 1.92080
18 H -0.94567 0.66525 1.23667
19 H -0.23886 -1.20907 2.88728
20 H 0.59801 -1.83957 1.48165
21 H -2.34236 -1.17206 1.31153
22 H -1.76770 -2.71840 2.01148
23 H -2.53429 -4.06940 0.19109
24 H -2.15321 -3.51471 -1.44884
25 H -3.34052 -2.63255 -0.43746
26 O -0.48418 1.10527 -4.21850
27 H -0.33898 1.21751 -5.16186
28 H -1.28846 1.60184 -4.04282

As for the multiplicity: 1. The energy above the lowest of the compared OMol25 structures with the same formula, charge and spin comes out at 0.0000 eV. Its total charge is +1. Its gap between HOMO and LUMO is 9.4 eV.

=====

[8]
This record from the Open Molecules 2025 dataset describes a molecular structure, C16H15BrTm in a non-equilibrium geometry. The level of theory is ωB97M-V with the def2-TZVPD basis set.

Positions of all 33 atoms, in Å:
1 C -0.99590 -1.29694 -2.52399
2 C -1.57806 -2.47002 -1.86965
3 C -2.58202 -2.03277 -0.91543
4 H -1.10478 -3.46306 -1.92626
5 C -2.69599 -0.60493 -1.11111
6 C -1.67881 -0.15719 -2.04362
7 H -1.45562 0.85184 -2.45780
8 H -0.17265 -1.20624 -3.29141
9 H -3.02895 -2.66729 -0.09400
10 H -3.38626 0.07435 -0.57875
11 Tm -0.53580 -1.64075 0.06126
12 Br 1.24571 -3.51199 0.69844
13 C 3.05707 1.28771 -0.88709
14 C 2.18643 2.05869 -1.73346
15 C 1.91993 1.30401 -2.89340
16 H 1.68249 2.97470 -1.44101
17 C 2.64678 0.07140 -2.78467
18 C 3.35670 0.07120 -1.55496
19 H 3.95428 -0.75222 -1.15642
20 H 3.33659 1.54253 0.15232
21 H 1.15075 1.50180 -3.65433
22 H 2.54044 -0.78111 -3.48989
23 C -0.83745 1.10864 4.32943
24 C -1.90993 0.45772 3.69157
25 C -1.75909 0.09394 2.33434
26 C -0.56810 0.42525 1.70817
27 C 0.49958 1.07240 2.27878
28 C 0.35697 1.45200 3.68243
29 H -0.91610 1.34337 5.40092
30 H -2.81564 0.19942 4.25975
31 H -2.51802 -0.48538 1.82149
32 H 1.43182 1.23071 1.75283
33 H 1.17365 1.94818 4.23550

Its expectation value of S² is 2.002. As for the multiplicity: 3. Its total charge is -1. Its gap between HOMO and LUMO (alpha / beta) is 4.9 / 4.9 eV.

=====

no.,electronic energy (eV)
1,-15594.5850
2,-100263.1860
3,-57175.2878
4,-8794.6727
5,-16820.3152
6,-139616.7270
7,-14780.3940
8,-116406.8188